[1]
13
Properties=species:S:1:pos:R:3:forces:R:3:lowdin_charge:R:1 method="wB97M-V/def2-TZVPD" homo_lumo_gap_ha=0.4452 e_above_lowest_kcal_mol=11.6 charge=+1 homo_ev=-15.19 total_energy_ev=-10263.5864 largest_force_ev_per_a=4.45
C -0.394335 -0.727337 0.558677 2.0 1.4 -3.7 -0.440
N -0.853654 -1.706925 1.288860 0.8 -1.1 0.3 0.259
N 0.559572 -0.740537 -0.398192 -1.4 0.3 1.8 0.196
O 1.208327 1.550027 -1.138125 -1.2 0.4 2.3 0.079
O -1.003153 1.353012 -0.277292 4.3 0.5 0.7 0.091
O -1.004462 0.415535 0.731648 -2.5 0.3 2.5 0.044
H -0.314291 -2.552044 1.312805 0.1 -0.3 0.0 0.143
H -1.512203 -1.615322 2.032773 -0.5 0.6 0.2 0.147
H 0.878801 0.302622 -0.864507 -0.4 -1.8 1.2 0.079
H 1.159788 -1.529979 -0.273520 0.6 -0.4 -0.7 0.113
H 1.729246 1.667067 -1.864103 2.5 0.7 -3.2 0.062
H 1.385608 2.246849 -0.491949 -0.1 -0.2 -0.1 0.134
H -1.839249 1.337038 -0.617079 -4.1 -0.4 -1.3 0.093

***

[2]
13
Properties=species:S:1:pos:R:3:forces:R:3:lowdin_charge:R:1 method="wB97M-V/def2-TZVPD" smiles="[H]/P=N/C.[H]/P=N/P" homo_lumo_gap_ha=0.2796 e_above_lowest_kcal_mol=61.2 homo_ev=-8.61 total_energy_ev=-31993.0343 largest_force_ev_per_a=3.49
C -0.120018 0.446527 -2.169992 2.2 -0.7 1.5 -0.341
N 0.839240 -0.842792 1.971982 0.9 0.4 -0.7 -0.785
N -1.103989 1.127115 -1.452693 -1.7 2.4 1.8 -0.478
P 2.313562 -0.426188 1.513607 -1.6 -0.3 1.1 0.679
P -0.524636 -1.185678 1.005424 -0.5 -1.6 0.8 0.579
P -0.789333 1.755618 -0.021116 0.0 0.0 -1.1 0.722
H 0.904628 0.700723 -1.845128 0.1 0.0 0.3 0.040
H -0.199207 -0.620609 -1.881950 -0.2 0.1 -1.0 0.052
H -0.064336 0.722170 -3.195816 -0.8 -0.5 -1.1 0.057
H -1.432399 -1.703194 1.994359 0.0 1.1 0.3 -0.117
H -0.515306 -2.614228 0.860581 0.9 0.1 -0.8 -0.113
H -1.984259 2.522384 0.409785 0.3 -0.9 -0.7 -0.140
H 2.676053 0.118153 2.810957 0.3 -0.2 -0.5 -0.154